(1)
Formula: C18H21AsClMnN3O7S
Source: the Open Molecules 2025 dataset
Level of theory: ωB97M-V with the def2-TZVPD basis set

Structure (XYZ):
```
53
Properties=species:S:1:pos:R:3:mulliken_charge:R:1
Mn 0.07801 0.64933 0.21482 0.973
O 0.43000 -3.00405 -4.41083 -0.577
C 0.53936 -3.77407 -3.34499 0.434
O 0.49794 -4.97563 -3.40988 -0.594
C 0.71889 -3.07313 -2.03185 -0.364
C 0.93641 -3.70679 -0.82789 0.228
Cl 1.08332 -5.35656 -0.47705 -0.119
N 1.01787 -2.76413 0.14106 0.207
N 0.81665 -1.53049 -0.37795 -0.017
C 0.66856 -1.70942 -1.67202 0.221
C 0.64071 -0.46434 -2.49719 0.992
O 0.64350 -0.56463 -3.73491 -0.877
O 0.66311 0.63004 -1.85054 -0.395
C 1.40764 -2.95862 1.52276 0.004
C 2.62379 -3.57553 1.78399 -0.048
C 3.01607 -3.76669 3.10140 -0.726
C 2.20071 -3.33186 4.14124 -0.389
C 0.99643 -2.69882 3.85942 -0.783
C 0.59176 -2.51579 2.54242 -0.414
H 0.51071 -2.04261 -4.16210 0.448
H 3.26663 -3.89134 0.96879 0.467
H 3.96523 -4.25182 3.31132 0.379
H 2.51018 -3.48602 5.17168 0.395
H 0.35062 -2.33890 4.64894 0.437
H -0.34035 -2.01858 2.32360 0.466
N -0.40168 2.81618 1.16388 -0.144
C -0.72942 2.95093 2.60247 -0.829
C -1.76481 1.93011 3.03350 -0.642
C -1.23327 0.52144 2.96253 0.492
O -1.16976 -0.17430 3.96473 -0.636
O -0.89204 0.12127 1.76364 -0.557
H 0.20402 3.57225 0.87596 0.240
H -1.24294 2.85517 0.60885 0.019
H -1.11109 3.94474 2.82486 0.415
H 0.18504 2.81524 3.18150 0.409
H -2.64103 2.00235 2.38094 0.288
H -2.07004 2.12735 4.05681 0.336
C -2.86278 3.75074 -1.93849 -1.275
As -1.50675 2.41464 -2.18169 1.089
C -1.99051 1.61185 -3.83495 -1.108
C 0.12824 3.41046 -2.32950 -1.063
O -1.63330 1.42925 -0.82701 -0.750
H -2.75897 4.56035 -2.66208 0.398
H -2.78496 4.14471 -0.92899 0.396
H -3.83356 3.27377 -2.05741 0.394
H -2.18208 2.40928 -4.55243 0.389
H -2.89704 1.04465 -3.65599 0.363
H -1.19958 0.95810 -4.18265 0.330
H 0.58344 3.21159 -3.29592 0.371
H 0.79453 3.06424 -1.55798 0.207
H -0.08525 4.47032 -2.21746 0.409
S 3.31736 0.37841 1.07257 -0.110
C 1.94448 0.90532 0.79606 0.217
```

Output
- Energy above the lowest of the compared OMol25 structures with the same formula, charge and spin: 34.86 kcal/mol
- <S²>: 1.142
- Orbital gap (alpha / beta): 8.08 / 7.65 eV
- Charge: 0
- Multiplicity: 2
- DFT total energy: -5634.61230 a.u.

=====

(2)
Formula: C4H4ClN3O
Source: the Open Molecules 2025 dataset
Level of theory: ωB97M-V with the def2-TZVPD basis set

Structure (XYZ):
```
13
Properties=species:S:1:pos:R:3:mulliken_charge:R:1
C -0.94430 0.34703 0.39850 0.320
C -0.03146 1.24245 1.04075 0.385
C 0.81650 -1.51752 -1.81299 -0.188
C -0.45818 -1.70826 -1.52321 -0.058
N -2.16382 0.59127 0.76258 -0.253
N -0.73814 2.05177 1.82299 -0.412
N 1.32362 1.12948 0.78054 -0.483
O -2.05200 1.61073 1.69322 -0.045
Cl -1.86558 -2.54868 -1.38196 -0.116
H 1.27329 -2.20490 -2.57440 0.263
H 1.29794 -0.78543 -1.22855 0.128
H 1.48653 0.21459 0.61180 0.186
H 2.05559 1.57745 1.41072 0.273
```

Output
- <S²>: 2.022
- Orbital gap (alpha / beta): 8.68 / 7.35 eV
- Charge: 0
- Multiplicity: 3
- DFT total energy: -854.20245 a.u.

=====

(3)
Formula: C8H16O6Si
Source: the Open Molecules 2025 dataset
Level of theory: ωB97M-V with the def2-TZVPD basis set

Structure (XYZ):
```
31
Properties=species:S:1:pos:R:3:mulliken_charge:R:1
O -1.88106 -1.66628 0.51058 -0.532
O 1.72069 0.45311 1.95810 -0.503
O -1.43848 -0.24751 -1.29494 -0.365
O 0.89995 -0.50353 -0.03936 -0.294
O -1.05780 1.14582 1.10358 -0.280
O 0.47531 1.73500 -1.19267 -0.414
C -1.83327 -1.39206 -0.67240 0.835
C 1.72025 -0.38174 1.08474 0.793
C -2.31510 -2.43360 -1.65531 -1.096
C 2.70541 -1.47969 1.22173 -1.110
C -1.55537 1.19023 3.47304 -1.207
C 1.71521 2.24767 -3.25400 -1.093
C -1.38786 0.33358 2.23134 0.173
C 1.16786 1.13431 -2.29217 -0.035
Si -0.37167 0.60637 -0.34617 0.572
H -3.33738 -2.71425 -1.25990 0.310
H -2.54726 -1.99701 -2.61554 0.347
H -1.60035 -3.26362 -1.66865 0.267
H 3.71307 -1.05860 1.27675 0.317
H 2.44397 -2.03033 2.17960 0.263
H 2.61798 -2.11653 0.37876 0.340
H -0.58884 1.68466 3.80094 0.252
H -2.21451 2.03300 3.16061 0.291
H -2.06544 0.66991 4.35120 0.340
H 0.87224 2.54286 -3.93306 0.271
H 2.64211 2.00345 -3.84293 0.329
H 1.88310 3.12582 -2.59630 0.287
H -0.50474 -0.30682 2.40046 0.155
H -2.26114 -0.32520 2.05341 0.320
H 1.97160 0.50974 -1.80072 0.139
H 0.41152 0.50124 -2.72075 0.329
```

Output
- Energy above the lowest of the compared OMol25 structures with the same formula, charge and spin: 2.65 kcal/mol
- Orbital gap: 10.94 eV
- Charge: 0
- Multiplicity: 1
- DFT total energy: -1055.52286 a.u.

=====

(4)
Formula: C32H52F9N5O10PS3
Source: the Open Molecules 2025 dataset
Level of theory: ωB97M-V with the def2-TZVPD basis set

Structure (XYZ):
```
112
Properties=species:S:1:pos:R:3:mulliken_charge:R:1
C -1.50148 1.13087 2.09416 -0.981
C -0.35891 -0.00271 2.25003 0.342
N 0.68628 -0.02724 1.22881 0.647
C 0.31832 -0.46553 -0.12195 -2.601
C 0.32473 -2.05283 -0.32588 2.402
C 1.61393 -2.81556 0.36447 -0.219
C 2.28968 -3.89009 -0.66146 -1.080
C -0.97443 -2.72122 0.44099 0.102
C -1.53742 -4.01856 -0.31654 -0.355
C -2.72565 -4.72539 0.54660 -0.486
C -3.83984 -3.68522 1.04428 0.344
C -5.10669 -4.35480 1.77119 -0.551
N -6.18752 -4.57682 0.75152 -0.670
O 0.20808 -2.57735 -1.65583 -0.415
C 0.59986 -1.76852 -2.73577 -1.139
N -0.09751 -2.26128 -3.97374 -0.264
C 0.75607 -2.68992 -4.84991 0.452
S 1.71018 -3.46289 -5.95049 -0.154
C 0.42830 -0.15218 -2.52650 -0.688
S -1.33048 0.25220 -2.86240 1.500
O -2.17567 -0.90026 -2.33563 -0.653
O -1.92055 1.46213 -2.19243 -0.700
C -1.67642 0.58981 -4.69659 0.660
F -0.52960 0.21783 -5.49259 -0.276
F -1.67949 2.01510 -4.84061 -0.252
C -2.90303 -0.15911 -5.33513 0.560
F -3.10747 0.42552 -6.63077 -0.266
F -2.47819 -1.49550 -5.63788 -0.209
C -4.31376 -0.26536 -4.64759 0.622
F -4.54667 -1.50306 -3.96658 -0.204
F -5.26548 -0.31969 -5.72534 -0.274
C -4.84176 0.88754 -3.68499 0.581
F -4.73074 0.58348 -2.29660 -0.163
F -6.26173 0.93408 -3.88189 -0.268
F -4.40907 2.18644 -3.97682 -0.210
N 1.07074 0.30091 -1.23956 0.696
C 2.55695 0.02730 -1.17148 -0.178
C 3.59316 0.89071 -1.99137 -1.105
C 3.22057 1.69423 -3.29863 0.315
C 4.21307 2.97727 -3.47747 -0.666
N 3.54823 4.13173 -4.16924 -0.395
C 3.69074 5.30702 -3.27076 0.243
C 2.76838 5.54482 -1.97043 0.050
O 4.58729 6.15150 -3.54025 -0.512
P 0.84781 2.03990 -0.83516 0.517
S 2.06970 2.88000 0.38743 -0.027
H -1.06655 2.17447 1.94852 0.177
H -2.15745 0.79783 1.20014 0.173
H -2.18536 1.05414 3.01710 0.440
H 0.16888 0.27693 3.24365 0.526
H -0.90498 -0.97404 2.48941 -0.332
H 1.57936 -0.39173 1.56731 0.495
H -0.80590 -0.18431 -0.17311 0.041
H 1.33360 -3.41238 1.30079 0.235
H 2.46323 -2.09457 0.63256 0.298
H 2.79076 -3.29282 -1.51479 0.228
H 1.55422 -4.67168 -1.03316 0.201
H 3.17099 -4.37942 -0.09781 0.424
H -0.76535 -2.93393 1.54909 -1.155
H -1.84002 -1.95019 0.43309 0.377
H -2.03397 -3.74986 -1.32320 0.108
H -0.69222 -4.75965 -0.51037 0.068
H -2.28074 -5.25912 1.45057 0.176
H -3.21172 -5.47467 -0.18528 0.345
H -4.16370 -2.95034 0.21350 -0.014
H -3.32445 -3.01876 1.83880 -0.209
H -4.85981 -5.28014 2.38638 0.281
H -5.52867 -3.57259 2.50779 0.317
H -6.31246 -3.68505 0.23946 0.285
H -5.81901 -5.27986 0.09242 0.272
H 1.71867 -1.97743 -2.95995 0.449
H 0.98207 0.24254 -3.46549 0.382
H 2.82344 -1.08156 -1.36526 -0.179
H 2.89737 0.13551 -0.06979 0.469
H 4.09802 1.64745 -1.27613 0.463
H 4.47423 0.19498 -2.27882 0.333
H 2.14966 2.05311 -3.42923 -0.328
H 3.44924 1.02686 -4.21587 0.417
H 5.13125 2.65325 -4.09391 0.308
H 4.61191 3.35506 -2.47750 0.346
H 2.54085 3.96625 -4.32640 0.352
H 1.87127 4.82643 -1.96996 -0.091
H 3.35221 5.35606 -1.00881 -0.206
H 2.44925 6.64297 -1.96150 0.388
H -0.46334 2.13460 -0.22304 0.068
H 0.74130 2.89300 -2.00562 0.153
C 3.28862 7.10497 5.00568 -1.479
C 3.23795 6.68052 3.55504 0.476
C 2.94732 5.22231 3.35564 -0.540
O 3.52402 4.97911 2.07621 -0.135
C 4.54625 5.87476 1.93827 0.454
O 5.36285 5.83678 1.06598 -0.525
O 4.51172 6.81103 2.92771 -0.341
H 3.59427 8.15112 5.08471 0.367
H 2.31236 6.98940 5.48198 0.378
H 4.02450 6.52063 5.56454 0.361
H 2.52979 7.31116 3.00535 0.264
H 1.87781 5.00474 3.34902 0.333
H 3.44135 4.57351 4.08575 0.333
C -1.71831 -2.51941 7.18837 -1.574
C -1.75778 -2.92874 5.73307 0.663
C -2.04521 -4.38394 5.51602 -0.567
O -1.45771 -4.61213 4.23778 -0.299
C -0.43794 -3.71740 4.11746 0.598
O 0.38840 -3.74524 3.24769 -0.613
O -0.47833 -2.79125 5.11544 -0.351
H -1.41407 -1.47374 7.28081 0.376
H -2.69787 -2.64070 7.65589 0.394
H -0.98631 -3.10902 7.74658 0.368
H -2.46245 -2.29275 5.18469 0.244
H -3.11393 -4.60270 5.49892 0.347
H -1.55589 -5.03969 6.24259 0.315
```

Output
- Orbital gap: 6.94 eV
- Charge: +1
- Multiplicity: 1
- DFT total energy: -4710.80911 a.u.